P:
The following is a quantum chemistry calculation of a 3-piece molecular cluster, C3H6N4O overall, from the Open Molecules 2025 dataset.

Results
Net charge   0

Last column: Mulliken charge in e.
Geometry (Å):
C 2.06524 0.49660 -0.19608  0.147
C -0.31849 1.01111 -0.34871  0.019
C -2.41320 -0.06210 0.35978  0.067
H 1.57971 -1.60973 0.33869  0.442
H 2.08396 1.57884 -0.52328  0.293
H 4.05205 -0.60853 0.20274  0.254
H -0.16637 2.08713 -0.18435  0.223
H -3.10550 0.20316 1.73025  0.232
H -3.65632 -1.51689 -0.32178  0.243
N 0.74404 0.13271 -0.36880  0.245
N 2.87600 -0.56341 0.12964  -0.662
N -1.53849 0.90446 -0.04444  -0.347
N -2.64351 -0.90185 -0.58477  -0.525
O 0.44088 -1.15151 -0.18889  -0.630


Q:
The following is a quantum chemistry calculation of a single C3H6N4O molecule, from the Open Molecules 2025 dataset.

Results
Net charge   0

Last column: Mulliken charge in e.
Geometry (Å):
C 0.35651 0.84595 0.42502  -0.303
C -0.01398 1.25053 1.78976  0.604
C 0.16983 -2.28460 -1.22310  -0.500
N -0.43276 -0.74636 2.87815  -0.193
N 0.58150 -0.93464 -1.08346  -0.901
N 0.22746 -0.36667 -0.07146  0.396
N 0.06188 2.61405 1.98946  -0.418
O -0.27405 0.53200 2.84958  -0.146
H 0.49994 1.74791 -0.09382  0.257
H -0.62412 -2.47017 -0.32996  0.269
H -0.25108 -2.56959 -2.16924  0.257
H 1.18265 -2.84944 -0.90118  0.209
H -0.23892 2.98428 2.91867  0.251
H 0.02676 3.12606 1.09312  0.215


R:
The following is a quantum chemistry calculation of C3H6N4O as an isolated structure, from the Open Molecules 2025 dataset.

Results
Net charge   0

Last column: Mulliken charge in e.
Geometry (Å):
C 1.13541 -0.31225 0.01081  0.181
C 0.38421 0.90965 -0.13004  -0.599
C -1.07540 -1.02000 0.01807  0.359
H 2.67515 -0.32291 -0.91878  0.312
H 2.74666 0.60294 0.45753  0.318
H 0.56657 1.91615 -0.40480  0.419
H -2.17083 1.72854 1.09698  0.257
H -2.53596 0.63915 -0.60288  0.241
H 0.46185 -2.42138 0.32073  0.330
N 2.49885 -0.32642 0.06155  -0.603
N -0.92100 0.32753 0.16388  0.380
N -1.85567 1.22190 -0.05439  -0.861
N 0.21033 -1.36261 0.07411  -0.082
O -2.12018 -1.58029 -0.09276  -0.653


S:
The following is a quantum chemistry calculation of a single C3H6N4O molecule, from the Open Molecules 2025 dataset.

Results
Net charge   0

Last column: Mulliken charge in e.
Geometry (Å):
N 1.28422 2.26558 -0.04192  -0.561
C 1.25733 1.04422 0.22885  0.343
C 1.03414 -0.29000 0.07107  0.106
N 2.04252 -1.15684 -0.40775  -0.653
C -0.16051 -0.92249 0.72681  -0.308
N -1.37663 -0.67245 0.55706  -0.359
N -1.90898 0.03648 -0.45858  -0.027
O -3.15042 0.60679 -0.17875  -0.454
H 1.61380 2.94127 0.62935  0.268
H 2.58550 -0.74818 -1.15231  0.256
H 1.71162 -2.09002 -0.88816  0.282
H 0.02585 -1.56707 1.51108  0.449
H -1.29183 0.73524 -0.92278  0.278
H -3.66661 -0.18253 0.32602  0.377


The structure with the least stability is P.


P:
The following is a quantum chemistry calculation of a 3-piece molecular cluster, C3H6N4O overall, from the Open Molecules 2025 dataset.

Results
Net charge   0

Last column: Mulliken charge in e.
Geometry (Å):
C 1.73569 0.35345 -0.15419  -0.396
C 0.32856 0.35261 0.10996  0.570
C -1.69559 -0.38660 0.07225  0.300
H 2.75819 -1.00634 1.27013  0.257
H 1.18520 -1.78696 -0.24952  0.442
H 2.34933 1.23760 0.55116  0.288
H 1.92560 0.67044 -1.18537  0.227
H -3.67845 -0.87033 -0.18845  0.232
H -2.17419 1.75952 -0.41969  0.294
N 2.29412 -0.89716 -0.08409  -0.723
N -0.35309 -0.80258 0.17794  -0.478
N -2.69406 -1.12896 -0.09661  -0.593
N -1.60446 1.04452 0.17883  -0.208
O -0.37684 1.46079 0.01766  -0.214


Q:
The following is a quantum chemistry calculation of a single C3H6N4O molecule, from the Open Molecules 2025 dataset.

Results
Net charge   0

Last column: Mulliken charge in e.
Geometry (Å):
N 0.24405 2.07380 -1.91180  -0.468
N 1.20305 0.98355 -1.40543  -0.476
C 0.66638 0.04082 -0.67801  0.680
C 1.19730 -1.08056 0.02936  -0.616
C 0.27717 -1.45050 1.03182  -0.559
N -0.86758 -0.72648 0.91478  0.495
N -1.51194 -0.35615 1.94004  -0.603
O -0.69453 0.06839 -0.28064  -0.426
H 0.81893 2.87751 -1.93108  0.259
H -0.39574 2.10016 -1.05730  0.258
H 2.13153 -1.43680 -0.22176  0.456
H 0.25696 -2.27858 1.63500  0.508
H -2.62641 -0.42365 1.89250  0.248
H -0.94722 -0.26744 2.86559  0.244


R:
The following is a quantum chemistry calculation of a single C3H6N4O molecule, from the Open Molecules 2025 dataset.

Results
Net charge   0

Last column: Mulliken charge in e.
Geometry (Å):
C 0.63912 -0.75647 -1.21062  -0.886
N 0.72557 -0.22742 0.18472  -0.094
N 0.47385 -1.36741 1.06476  0.133
N -0.52049 -1.13071 1.84194  -0.408
N -1.13978 -0.04494 1.64337  -0.315
C -0.38380 0.62378 0.60796  0.741
C -0.81767 1.72102 -0.23740  -0.392
O 0.08395 1.91212 0.72975  -0.454
H 1.37369 -1.49716 -1.15711  0.362
H -0.30839 -1.12174 -1.47230  0.334
H 0.93100 -0.01274 -1.99477  0.334
H 1.03914 -2.12894 1.37128  0.225
H -0.31820 1.75417 -1.22112  0.170
H -1.77799 2.27644 -0.15045  0.249


S:
The following is a quantum chemistry calculation of a single C3H6N4O molecule, from the Open Molecules 2025 dataset.

Results
Net charge   0

Last column: Mulliken charge in e.
Geometry (Å):
H 3.15350 1.25853 -0.24353  0.249
N 2.26872 0.79507 0.04897  -0.493
C 2.08314 -0.37763 -0.08347  0.056
N 0.76067 -0.93153 0.02727  -0.336
C -0.62377 -0.68190 0.07181  0.872
O -1.26170 -1.69853 0.06266  -0.657
C -1.20360 0.61555 0.04891  0.047
N -2.50911 0.43563 -0.12681  -0.426
N -0.59748 1.79945 0.05333  -0.796
H 0.35363 1.47635 0.41546  0.322
H 2.74917 -1.20538 -0.26705  0.336
H 0.88372 -1.99776 0.17302  0.226
H -3.40502 1.15669 -0.01108  0.284
H -2.65185 -0.64454 -0.16946  0.318


The structure with the least stability is P.